{"formula": "C35H40InNO5", "method": "the ωB97M-V functional and the def2-TZVPD basis", "symbols": ["C", "C", "C", "C", "H", "H", "C", "H", "H", "C", "H", "H", "C", "C", "C", "O", "O", "O", "O", "C", "H", "H", "H", "C", "H", "H", "H", "O", "H", "H", "C", "C", "H", "H", "H", "H", "H", "H", "In", "C", "C", "C", "H", "C", "C", "H", "H", "H", "H", "C", "C", "C", "H", "C", "C", "H", "H", "H", "H", "C", "C", "C", "C", "C", "C", "N", "C", "C", "C", "C", "C", "C", "H", "H", "H", "H", "H", "H", "H", "H", "H", "H"], "coordinates": [[-1.337, 0.017, -5.262], [-1.413, 0.601, -3.833], [0.011, -0.681, -5.406], [0.926, -0.191, -4.248], [0.416, -0.440, -6.393], [-0.134, -1.765, -5.380], [0.021, 0.910, -3.446], [-1.920, -0.132, -3.178], [-2.015, 1.521, -3.846], [0.088, 1.725, -2.079], [0.295, 1.770, -4.087], [1.739, 0.392, -4.711], [1.571, -1.394, -3.623], [-2.529, -0.873, -5.569], [-1.507, 1.028, -6.403], [-0.807, 1.064, -7.410], [-3.268, -1.342, -4.720], [-2.729, -1.050, -6.888], [-2.556, 1.852, -6.271], [-2.767, 2.648, -7.449], [-3.663, 3.232, -7.243], [-2.914, 1.998, -8.321], [-1.904, 3.298, -7.632], [-3.875, -1.848, -7.194], [-3.842, -2.810, -6.669], [-3.845, -1.995, -8.272], [-4.794, -1.320, -6.909], [-0.010, 1.177, -0.786], [-0.756, 2.427, -2.072], [0.956, 2.413, -2.097], [2.926, -1.173, -3.018], [0.595, -2.326, -2.969], [0.404, -3.263, -3.521], [-0.403, -1.855, -2.865], [0.915, -2.631, -1.953], [3.003, -1.633, -2.008], [3.140, -0.086, -2.916], [3.761, -1.576, -3.624], [1.107, -0.243, -0.071], [1.117, 2.337, 3.164], [1.426, 2.477, 1.781], [0.235, 2.879, 1.116], [2.398, 2.316, 1.314], [-0.825, 2.877, 2.054], [-0.269, 2.608, 3.333], [-0.811, 2.627, 4.273], [1.830, 2.086, 3.947], [0.140, 3.188, 0.084], [-1.870, 3.054, 1.812], [-1.072, -1.797, 2.460], [-1.535, -1.011, 3.542], [-2.307, 0.063, 3.010], [-1.353, -1.208, 4.595], [-2.314, -0.058, 1.598], [-1.569, -1.226, 1.250], [-1.474, -1.640, 0.241], [-0.436, -2.681, 2.534], [-2.805, 0.839, 3.587], [-2.789, 0.615, 0.884], [3.587, -3.679, 4.296], [3.393, -2.766, 3.250], [2.576, -1.655, 3.435], [1.925, -1.427, 4.678], [2.144, -2.363, 5.729], [2.957, -3.475, 5.532], [1.081, -0.362, 4.803], [0.949, 0.364, 5.947], [-0.306, 0.959, 6.260], [-0.453, 1.782, 7.366], [0.645, 2.041, 8.201], [1.890, 1.461, 7.924], [2.042, 0.622, 6.827], [4.228, -4.550, 4.147], [3.877, -2.910, 2.284], [2.413, -0.920, 2.640], [1.645, -2.190, 6.686], [3.100, -4.184, 6.350], [-1.142, 0.741, 5.594], [-1.429, 2.222, 7.574], [0.526, 2.691, 9.069], [2.750, 1.656, 8.566], [3.001, 0.152, 6.600]], "multiplicity": 1, "de_lowest_kcal_mol": 41.3, "orbital_gap_ev": [3.55, 3.53], "total_charge": -2, "mol_weight_g_mol": 669.53, "lumo_energy_ev": [3.3, 3.3]}